1.
12
Properties=species:S:1:pos:R:3:forces:R:3 method="wB97M-V/def2-TZVPD" max_force_ev_per_a=6.275 homo_lumo_gap_ha=0.295 total_charge=0 relative_energy_ev=5.319 e_lumo_ev=-0.800 smiles="[H]/N=c1/cnccnn1" spin_multiplicity=1
C -1.130 0.856 0.568 -1.463 -3.292 -3.072
H 2.251 -1.340 1.059 -0.383 2.306 -0.082
C 1.354 -0.269 -0.185 -6.273 0.057 0.163
C -1.675 -0.528 0.284 0.644 2.785 0.262
C 0.812 0.963 -0.886 -2.926 -1.362 3.435
H -1.553 1.586 1.254 -0.267 -0.331 -0.190
N 0.315 -1.293 -0.642 0.507 -0.129 -1.213
N -0.991 -1.335 -0.578 3.214 0.440 0.811
N 2.152 -0.293 0.759 2.050 -3.000 0.499
H 1.515 1.266 -1.580 0.261 1.752 -2.050
N -0.350 1.439 -0.453 3.073 -1.037 0.635
H -2.700 -1.053 0.399 1.562 1.810 0.801


2.
13
Properties=species:S:1:pos:R:3:forces:R:3 method="wB97M-V/def2-TZVPD" max_force_ev_per_a=4.938 homo_lumo_gap_ha=0.371 total_charge=0 relative_energy_ev=5.171 e_lumo_ev=-0.072 smiles="N#CCN(CC#N)N=O" spin_multiplicity=1
H 0.599 0.091 1.687 1.469 -0.007 -1.216
H -1.658 0.113 -0.948 -2.476 0.374 -0.536
C -0.766 0.590 -0.703 3.676 -0.498 -3.259
N 3.269 -0.017 -0.543 -2.713 -0.262 1.453
H -0.152 0.535 -1.759 -1.459 0.960 2.486
C 0.985 -0.604 0.864 0.897 1.844 0.239
C 2.265 -0.176 0.042 0.417 -0.252 0.326
N -0.940 -1.678 0.134 -2.965 -2.642 0.727
N -0.198 -0.627 -0.045 0.049 0.587 1.243
C -0.844 1.970 -0.140 -0.324 -1.809 0.833
H 1.300 -1.463 1.527 -0.994 0.060 -1.712
N -1.055 2.916 0.482 0.345 -0.122 -0.535
O -2.182 -1.764 -0.135 4.078 1.765 -0.051


3.
13
Properties=species:S:1:pos:R:3:forces:R:3 method="wB97M-V/def2-TZVPD" max_force_ev_per_a=4.280 homo_lumo_gap_ha=0.297 total_charge=0 relative_energy_ev=1.623 e_lumo_ev=-1.155 spin_multiplicity=1
N 0.404 0.948 0.003 2.326 2.074 0.562
H 1.965 2.247 0.066 0.397 -1.050 0.333
H -3.641 -0.957 -0.054 0.047 -0.681 0.232
C 1.721 1.162 0.080 -3.563 0.850 -1.344
O 0.879 -1.281 0.113 1.302 -1.117 -0.390
C -0.063 -0.307 -0.002 -0.708 -1.112 0.194
C 2.173 -0.978 -0.053 -0.723 -0.527 0.960
N 2.663 0.201 -0.063 0.805 -0.252 0.105
H 2.751 -1.893 -0.031 0.301 0.191 -0.321
H -1.961 1.328 -0.027 0.695 -0.566 0.012
C -2.178 0.250 -0.034 -4.064 1.271 0.436
N -3.445 0.027 0.030 0.873 0.797 -0.500
N -1.268 -0.747 -0.027 2.312 0.121 -0.279


4.
13
Properties=species:S:1:pos:R:3:forces:R:3 method="wB97M-V/def2-TZVPD" max_force_ev_per_a=2.829 homo_lumo_gap_ha="0.241 / 0.332" total_charge=0 relative_energy_ev=6.499 e_lumo_ev="-1.644 / -0.819" spin_multiplicity=1
H 1.840 -2.914 -1.895 0.184 -1.269 -0.088
C -1.958 1.621 -0.073 -1.123 0.086 -0.620
H -2.794 2.314 0.148 0.496 -0.819 -0.816
O 1.848 -2.969 -0.928 -0.077 2.098 -0.313
H -0.823 1.771 1.839 -0.107 -0.520 -1.495
N -1.756 0.810 -1.220 0.374 -0.289 -0.148
N 1.645 -1.163 0.359 0.171 -0.004 1.199
H 1.053 0.227 1.877 0.489 -0.940 -1.319
C -0.692 0.125 -1.031 -0.943 1.924 1.254
N 1.738 -1.556 -0.870 -1.013 0.502 0.498
N -0.079 0.507 0.183 0.028 -1.242 -0.898
C 0.967 -0.155 0.816 -0.233 0.104 0.558
C -0.989 1.381 0.795 1.753 0.370 2.189


5.
15
Properties=species:S:1:pos:R:3:forces:R:3 method="wB97M-V/def2-TZVPD" max_force_ev_per_a=2.500 homo_lumo_gap_ha=0.338 total_charge=0 relative_energy_ev=4.573 e_lumo_ev=-0.271 spin_multiplicity=1
N -0.613 -0.659 -1.090 -0.885 -0.368 0.335
N 0.610 0.167 1.661 0.394 -0.212 0.355
N 1.167 2.396 1.006 0.227 -1.669 -0.568
O -0.293 -0.856 1.308 0.187 0.230 0.989
C 0.207 0.129 -1.823 1.248 1.678 1.371
H 1.532 -0.162 1.912 -0.177 -0.223 -0.293
O 0.652 3.171 -0.065 -0.394 0.478 -0.051
H -1.696 -1.694 0.248 0.093 0.088 0.150
C 0.042 2.538 -1.138 -0.558 0.242 -0.238
O -0.808 3.148 -1.732 0.050 0.038 0.248
H -0.610 1.417 0.657 0.308 -0.025 0.162
H 0.700 -0.394 -2.636 0.045 -0.059 -0.047
C -0.856 -1.018 0.083 -0.064 -0.246 -0.766
N 0.514 1.348 -1.613 0.523 -0.506 -0.637
C 0.389 1.380 1.116 -0.997 0.553 -1.012


6.
14
Properties=species:S:1:pos:R:3:forces:R:3 method="wB97M-V/def2-TZVPD" max_force_ev_per_a=3.649 homo_lumo_gap_ha="0.232 / 0.262" total_charge=0 relative_energy_ev=4.087 e_lumo_ev="-0.941 / -0.449" spin_multiplicity=1
N -0.447 -2.018 -0.236 0.087 -2.717 -2.435
H -4.287 3.330 0.555 0.611 0.560 0.077
S 0.315 0.036 1.123 -0.137 0.149 0.044
S -3.516 -1.064 -0.620 1.724 0.167 1.266
H 1.425 -2.655 -1.026 -0.952 -0.246 0.197
N -2.188 -0.735 0.568 -2.243 0.336 -0.162
H 2.210 -0.510 -0.336 0.917 0.760 0.000
C -4.466 0.173 -0.288 -0.437 1.920 0.323
C 0.817 -2.026 -0.369 0.655 0.845 0.713
N -0.991 -1.136 0.531 1.757 1.345 0.830
N -4.860 2.528 0.471 -0.962 0.143 0.421
C 1.619 -0.979 0.414 -0.262 -2.268 2.404
H 2.235 -1.548 1.309 -1.154 1.576 -2.442
C -4.549 1.409 0.159 0.394 -2.570 -1.238


7.
10
Properties=species:S:1:pos:R:3:forces:R:3 method="wB97M-V/def2-TZVPD" max_force_ev_per_a=5.868 homo_lumo_gap_ha=0.396 total_charge=+1 relative_energy_ev=3.020 e_lumo_ev=-4.846 spin_multiplicity=1
H 2.957 0.728 -0.352 -1.527 -1.596 0.128
O -4.019 0.290 -0.035 0.658 -0.487 0.081
C -0.145 0.835 -0.018 1.391 -2.584 0.307
C 2.276 -0.189 -0.155 -1.347 3.875 -0.200
H -0.301 1.636 -0.587 -0.960 3.674 -1.385
H -1.017 -1.420 0.861 2.333 3.615 -2.561
C -3.100 -0.344 0.114 -1.336 0.598 -0.130
C -0.378 -0.399 0.255 -0.933 -4.729 3.347
H 2.723 -1.117 -0.093 0.554 -1.983 0.417
N 1.004 -0.019 0.010 1.166 -0.383 -0.004


8.
12
Properties=species:S:1:pos:R:3:forces:R:3 method="wB97M-V/def2-TZVPD" max_force_ev_per_a=4.849 homo_lumo_gap_ha="0.261 / 0.262" total_charge=-1 relative_energy_ev=3.164 e_lumo_ev="3.985 / 3.985" spin_multiplicity=1
C 2.162 0.340 0.003 -4.783 0.286 -0.747
H 4.073 0.260 -0.594 -1.470 -0.080 0.855
C -2.235 0.294 -0.045 -3.661 1.517 0.115
H -2.131 -1.538 0.493 -0.280 -0.012 -0.362
O -2.821 -0.953 0.120 1.489 -0.001 0.331
O -3.059 1.199 -0.279 1.613 -1.023 -0.068
H -0.284 1.321 -0.051 -0.288 1.598 -0.160
O 0.139 -1.802 0.483 -1.212 3.058 -0.325
C 0.009 -0.582 0.327 2.839 -3.025 0.798
C -0.858 0.473 0.183 1.676 -1.851 -0.134
H 1.709 1.105 -0.685 1.022 0.299 0.039
N 3.296 -0.117 0.045 3.053 -0.767 -0.343


9.
13
Properties=species:S:1:pos:R:3:forces:R:3 method="wB97M-V/def2-TZVPD" max_force_ev_per_a=2.840 homo_lumo_gap_ha="0.204 / 0.171" total_charge=-2 e_lumo_ev="6.804 / 5.962" spin_multiplicity=3
C -2.062 0.624 0.040 0.646 1.211 -0.834
H -2.407 1.555 -0.430 -0.032 0.070 0.173
C -2.051 -0.518 -0.893 -0.374 -0.959 2.647
N 1.130 -3.015 -0.063 0.163 -0.321 0.394
O 0.788 0.486 0.783 0.850 0.436 0.280
C 1.175 -1.842 -0.036 -0.311 -1.311 -0.164
O 3.447 0.634 0.846 0.008 -0.295 -0.305
H -0.992 0.775 0.306 -0.272 0.262 0.014
H -1.987 -1.448 -0.280 0.053 -0.211 -1.665
O 2.190 1.989 -0.934 0.046 -0.078 -0.271
P 2.257 0.777 -0.060 -1.230 0.108 1.118
C 1.088 -0.512 -0.287 0.745 1.424 -0.986
H -2.577 0.496 1.008 -0.290 -0.336 -0.401


10.
14
Properties=species:S:1:pos:R:3:forces:R:3 method="wB97M-V/def2-TZVPD" max_force_ev_per_a=4.242 homo_lumo_gap_ha="0.218 / 0.267" total_charge=-1 relative_energy_ev=0.000 e_lumo_ev="3.762 / 1.608" spin_multiplicity=3
O 0.815 -1.210 -2.188 -0.902 1.032 2.979
O 0.109 0.238 2.497 -2.585 -0.666 1.505
N 1.074 0.389 1.762 1.063 -0.406 -2.619
O 2.027 -0.966 0.078 -1.056 1.017 -0.107
C -0.304 -0.506 -1.631 1.829 -2.052 -2.683
H -2.192 -0.023 -0.265 -1.148 -0.057 0.754
O -1.259 -0.354 -2.366 -0.460 0.400 0.193
C -0.230 -0.056 -0.281 0.628 -0.386 1.332
H 1.434 -1.335 -1.348 -0.619 0.283 -1.610
C -1.471 0.584 0.263 1.374 -1.110 -3.856
O 1.990 1.168 2.069 1.686 0.352 -0.083
H -1.518 0.854 1.240 -0.210 -0.159 2.882
C 1.042 -0.267 0.462 0.692 0.350 2.094
H -1.517 1.485 -0.292 -0.291 1.404 -0.781